[1]
Below is a structure of composition C5H8FO4Rb, with properties calculated with ωB97M-V/def2-TZVPD.

Positions of all 19 atoms, in Å:
C  -1.73  1.35  0.40
O  -1.41  0.71  -0.78
C  -2.59  0.48  1.31
H  -0.80  1.65  0.95
H  -2.29  2.31  0.30
H  -2.43  0.73  2.37
H  -3.65  0.62  1.05
H  -2.37  -0.59  1.16
C  2.68  0.16  -0.07
O  1.42  0.29  -0.55
C  0.79  -0.96  -0.75
C  1.60  -1.82  0.23
O  2.80  -1.06  0.44
O  3.52  0.91  -0.46
F  1.14  -1.08  -2.37
H  -0.21  -1.37  -0.88
H  1.09  -1.95  1.19
H  1.87  -2.79  -0.19
Rb  0.58  2.40  -3.34

**LUMO**: -0.037 Ha
**Kohn-Sham gap**: 5.050 eV
**Strongest force on any atom**: 3.4 eV/Å
**Energy relative to the best compared isomer or geometry (same formula, charge and spin)**: 300.9 kJ/mol
**Net charge**: 0

***

[2]
Below is the ion C2H2N3S2 with charge -1, with properties calculated with ωB97M-V/def2-TZVPD.

Positions of all 9 atoms, in Å:
S  -2.33  -0.91  0.76
C  -0.83  -0.44  0.11
C  -0.52  0.17  -1.18
N  0.73  0.58  -1.15
N  1.28  0.26  0.03
N  0.30  -0.30  0.85
S  0.55  -0.71  2.40
H  -1.16  0.48  -2.06
H  1.99  0.87  0.24

**LUMO**: 0.140 Ha
**Kohn-Sham gap**: 6.830 eV
**Strongest force on any atom**: 4.8 eV/Å
**Structure (SMILES)**: S=c1cn[nH]n1[S-]
**Energy relative to the best compared isomer or geometry (same formula, charge and spin)**: 118.9 kJ/mol
**Net charge**: -1